Entry 1:
A structure of composition C32H40AsO4PtS2SbSi, computed with ωB97M-V/def2-TZVPD.

Total charge: -2
LUMO (eV): 4.179
Energy relative to the best compared isomer or geometry (same formula, charge and spin) (kcal per mole): 1.69

Geometry as XYZ:
```
82
Properties=species:S:1:pos:R:3:forces:R:3
Pt 0.18423 -0.68095 -0.73004 0.1 0.1 -0.1
Sb 0.21791 -3.09392 0.10260 0.1 -0.2 0.0
As 0.68238 1.59465 -1.10848 -0.1 0.0 0.0
S 2.45655 -0.98952 -1.61021 0.0 0.0 0.0
S 1.75347 -1.12667 2.60505 0.1 0.0 0.0
Si -2.05027 -0.28571 -0.21616 -0.1 0.1 0.1
O 0.74118 -2.18243 2.11646 -0.1 -0.1 0.0
O 3.08187 -1.74702 2.57846 -0.1 0.0 0.0
O 1.66696 0.02642 1.68003 0.0 0.0 -0.1
O 1.32016 -0.74604 3.95459 0.0 0.0 0.0
C 0.32117 2.80878 1.43208 0.0 0.0 0.0
C -0.33837 -4.24265 -1.71971 0.0 0.1 0.0
C -0.15115 3.73820 2.34609 0.0 0.0 0.0
C -1.55015 0.16314 2.55954 0.0 0.0 0.0
C 2.59756 1.71265 -0.97147 0.0 0.0 0.0
C -2.55940 1.82938 3.96862 0.0 0.0 0.0
C 0.05135 2.99002 0.07388 0.0 0.0 0.0
C -1.16208 -4.25637 1.27466 0.0 0.1 0.0
C 4.65907 2.90223 -0.62448 0.0 0.0 0.0
C -3.26193 -1.75184 -0.12810 0.0 0.0 0.0
C -2.28816 0.59804 1.45359 0.0 0.0 0.0
C -0.39991 -5.76181 -1.60649 0.0 0.0 0.0
C -1.17911 4.99633 0.57288 0.0 0.0 0.0
C -3.15746 1.67692 1.64189 0.0 0.0 0.0
C -1.51121 -3.77679 2.67743 0.0 0.0 0.0
C -2.91260 0.84807 -1.48924 0.0 0.0 0.0
C -0.04802 3.24040 -5.48576 0.0 0.0 0.0
C 0.65926 4.02253 -4.58032 0.0 0.0 0.0
C 3.27669 0.51593 -1.23149 0.0 0.0 0.0
C -0.53067 1.99936 -5.09756 0.0 0.0 0.0
C -3.29866 2.28543 2.88370 0.0 0.0 0.0
C -0.89542 4.83161 1.92016 0.0 0.0 0.0
C 0.37236 2.32950 -2.88747 0.0 0.0 0.0
C 3.27225 2.88449 -0.66584 0.0 0.0 0.0
C 5.35120 1.72615 -0.89503 0.0 0.0 0.0
C -0.31848 1.54397 -3.80201 0.0 0.0 0.0
C -1.67770 0.76876 3.80225 0.0 0.0 0.0
C 2.28630 -4.81564 1.63790 0.0 0.0 0.0
C 0.87259 3.56503 -3.28831 0.0 0.0 0.0
C 2.11320 -4.06741 0.32206 0.0 0.1 0.0
C 4.67636 0.55468 -1.19025 0.0 0.0 0.0
C -0.70743 4.07241 -0.35285 0.0 0.0 0.0
H -2.22391 -4.46165 3.15315 0.0 0.0 0.0
H 5.18963 3.80920 -0.36100 0.0 0.0 0.0
H 2.83915 -3.25544 0.26686 0.0 0.0 0.0
H -0.64266 -6.25137 -2.55829 0.0 0.0 0.0
H -4.29281 -1.38954 -0.05298 0.0 0.0 0.0
H -0.67100 0.56813 -3.48701 0.0 0.0 0.0
H 5.22375 -0.36364 -1.36196 0.0 0.0 0.0
H -3.96711 1.00570 -1.23961 0.0 0.0 0.0
H -0.70553 -5.24906 1.31098 0.0 0.0 0.0
H 1.43889 4.16904 -2.58860 0.0 0.0 0.0
H 2.70982 3.78178 -0.42700 0.0 0.0 0.0
H -0.61935 -3.69771 3.29422 0.0 0.0 0.0
H 1.50140 -5.56102 1.80721 0.0 0.0 0.0
H 1.05042 4.98646 -4.88423 0.0 0.0 0.0
H -1.95661 -2.78096 2.66342 0.0 0.0 0.0
H 0.87025 1.92560 1.76177 0.0 0.0 0.0
H -3.18250 -2.39061 -1.01374 0.0 0.0 0.0
H 0.40190 -3.93763 -2.46734 0.0 0.0 0.0
H -3.72705 2.06496 0.80288 0.0 0.0 0.0
H 0.04178 3.58559 3.40037 0.0 0.0 0.0
H -2.43086 1.82831 -1.55594 0.0 0.0 0.0
H -1.29809 -3.83082 -2.05007 0.0 0.0 0.0
H -2.65478 2.31561 4.93443 0.0 0.0 0.0
H -1.27491 5.54357 2.64443 0.0 0.0 0.0
H -1.15354 -6.08074 -0.88228 0.0 0.0 0.0
H -0.83754 -0.64555 2.45037 0.0 0.0 0.0
H 3.24594 -5.34345 1.65322 0.0 0.0 0.0
H 6.43478 1.71548 -0.84694 0.0 0.0 0.0
H -0.94506 4.19686 -1.40305 0.0 0.0 0.0
H -3.97099 3.13008 2.99943 0.0 0.0 0.0
H 2.25091 -4.71849 -0.54436 0.0 0.0 0.0
H -2.87188 0.39081 -2.48197 0.0 0.0 0.0
H -3.06052 -2.36695 0.75089 0.0 0.0 0.0
H 0.55564 -6.17359 -1.26921 0.0 0.0 0.0
H -0.21275 3.59629 -6.49623 0.0 0.0 0.0
H -2.05293 -4.34696 0.64699 0.0 0.0 0.0
H -1.77717 5.83654 0.23835 0.0 0.0 0.0
H -1.05012 0.41857 4.61319 0.0 0.0 0.0
H -1.06961 1.37991 -5.80440 0.0 0.0 0.0
H 2.27911 -4.10359 2.46144 0.0 0.0 0.0
```
Positions in Å, forces in eV/Å.

---

Entry 2:
A structure of composition C32H40CeN7O2S, computed with ωB97M-V/def2-TZVPD.

Total charge: +3
LUMO (alpha / beta) (eV): -10.031 / -10.029
Energy relative to the best compared isomer or geometry (same formula, charge and spin) (kcal per mole): 0.00

Geometry as XYZ:
```
83
Properties=species:S:1:pos:R:3:forces:R:3
Ce -5.24701 -18.88987 1.64222 0.0 0.7 -0.4
S -6.78378 -20.98957 0.57705 0.1 -0.1 0.1
O -3.79565 -16.59618 1.47116 0.8 0.0 0.3
O -5.94266 -16.81883 1.58036 -1.2 -0.3 0.6
N -5.40845 -17.49615 -0.90140 0.3 0.2 0.4
N -5.03077 -22.41225 -1.03199 1.1 0.3 0.3
N -9.69286 -18.85624 5.03470 -0.6 -1.1 1.9
N -3.87549 -20.53198 2.55350 -0.6 0.7 0.0
N -7.72142 -19.16809 3.01189 -0.1 -0.1 -0.3
N -7.12767 -22.98188 -1.13150 0.5 0.1 0.2
N -4.75950 -18.46377 3.80419 -0.4 0.4 1.6
C -4.81628 -15.19486 -1.33274 0.7 -0.2 -0.2
C -6.56245 -19.09977 -3.95228 0.6 0.9 2.6
C -2.37442 -20.84259 0.72961 0.0 2.0 1.2
C -4.99556 -23.66558 -1.82081 0.4 0.9 -0.7
C -7.64680 -19.96512 4.25789 0.5 -0.2 -0.5
C -5.12800 -17.52348 4.73206 0.2 -0.8 -0.5
C -4.32384 -23.46404 2.70547 -1.5 0.0 0.1
C -1.66130 -22.97572 0.03485 1.0 -0.6 -1.3
C -5.02037 -16.30465 -0.52337 -0.5 1.1 0.7
C -4.96825 -18.03956 6.03536 -0.6 2.0 -0.6
C -4.38934 -19.56652 4.57283 -0.2 -0.7 -0.8
C -3.95461 -20.66933 3.85063 0.8 -0.9 -0.2
C -5.48989 -16.54843 -3.15066 -0.4 -2.5 -0.4
C -2.17723 -19.29082 0.66068 0.3 -1.4 0.0
C -1.26111 -18.68588 1.74192 -0.2 -0.7 -0.6
C -6.24186 -22.16112 -0.58275 -0.8 -0.1 0.2
C -9.81259 -18.10013 3.76873 0.6 -0.3 -0.1
C -8.41721 -17.87461 3.27045 0.9 0.4 -1.0
C -5.68148 -17.62307 -2.21663 -0.3 -1.0 -0.6
C -4.93183 -15.38206 -2.67703 -0.6 0.9 -0.2
C -6.43296 -18.03832 -4.84831 -0.3 0.7 -1.5
C -3.87487 -24.29787 3.90176 1.2 -1.0 -1.0
C -6.46923 -23.90494 -2.06122 -1.0 -0.9 0.2
C -3.34213 -22.81964 1.76885 -0.2 -0.3 0.3
C -4.52826 -19.33154 5.92140 0.4 0.2 0.0
C -5.88373 -16.82607 -4.48907 0.2 0.0 -0.4
C -6.18941 -18.88169 -2.60738 -0.7 -0.1 -2.2
C -2.57626 -23.56105 0.86060 -0.1 -0.7 0.6
C -1.51723 -21.60903 -0.02294 0.0 0.5 -0.7
C -8.99444 -20.20644 4.89558 -0.6 -0.1 -0.8
C -3.24029 -21.43264 1.70779 1.4 -0.2 -1.6
C -4.88266 -16.38497 0.95969 0.5 -0.5 -0.3
H -1.75542 -19.11228 -0.31893 0.3 0.2 -0.3
H -2.60098 -24.64606 0.80608 -0.4 0.1 0.4
H -8.92490 -20.71339 5.86266 0.0 0.4 0.0
H -3.10953 -18.74082 0.54643 -0.5 0.3 0.1
H -4.42415 -23.53922 -2.75939 -0.3 0.0 0.5
H -5.07024 -17.41927 6.91026 -0.1 -0.2 0.2
H -4.48803 -14.24241 -0.97985 0.2 0.3 0.6
H -8.25720 -19.71232 2.32241 0.1 0.3 0.2
H -0.24533 -19.06705 1.52610 -0.4 0.3 0.5
H -6.39742 -19.62985 -1.84948 0.2 0.1 -0.1
H -6.99085 -20.03342 -4.22835 -0.3 -0.5 -0.3
H -6.80424 -24.92631 -1.86496 0.3 0.1 0.1
H -9.20841 -18.30328 5.75386 0.1 0.1 -0.3
H -3.61692 -21.62371 4.27306 0.0 0.5 0.3
H -5.04468 -22.70282 3.07007 0.3 -0.3 -0.4
H -7.83109 -17.29589 3.99831 0.0 -0.2 -0.2
H -4.22034 -19.94977 6.71888 0.2 -0.7 0.6
H -4.19702 -22.04301 -0.55774 -0.5 -0.2 -0.4
H -6.78497 -23.69297 -3.05963 0.0 0.3 -0.8
H -10.59509 -19.07571 5.49088 0.1 0.4 -0.5
H -1.27811 -17.60549 1.67117 0.1 0.2 0.0
H -7.16650 -20.93466 4.05212 -0.1 0.3 0.1
H -0.78273 -21.14016 -0.70481 -0.6 -0.3 0.5
H -3.00370 -23.95425 4.43743 0.1 0.7 0.4
H -4.53014 -24.43075 -1.24059 0.3 -0.6 0.4
H -7.00169 -19.39138 4.91660 0.1 -0.1 0.3
H -4.75495 -14.58905 -3.37886 0.2 0.4 -0.1
H -6.81305 -18.11456 -5.89909 0.6 -0.2 1.1
H -1.05104 -23.59036 -0.64856 -0.3 0.2 0.6
H -3.48583 -25.24774 3.49867 -0.4 0.1 0.3
H -4.69517 -24.51440 4.56785 -0.2 0.0 0.2
H -8.10601 -22.98400 -0.90110 0.0 0.1 -0.1
H -1.60346 -18.97627 2.73485 0.3 0.0 0.1
H -5.71735 -16.10008 -5.29156 -0.2 0.0 0.5
H -4.94573 -24.15800 2.12183 0.1 0.2 -0.1
H -5.46814 -16.57193 4.35602 0.1 0.2 0.3
H -9.67280 -20.81734 4.25511 0.5 0.4 0.3
H -8.41070 -17.28488 2.32989 -0.2 -0.3 0.6
H -10.32468 -18.71233 3.06430 -0.7 -0.6 -0.4
H -10.37242 -17.20616 3.91551 -0.3 0.7 0.3
```
Positions in Å, forces in eV/Å.

---

Q: Among the records above, which one has the lowest total charge?
A: C32H40AsO4PtS2SbSi

---

Q: Which value of energy relative to the best compared isomer or geometry (same formula, charge and spin) does entry 2 give?
A: 0.00 kcal per mole

---

Q: Which of these has the lowest total charge?
A: C32H40AsO4PtS2SbSi

---

Q: The lowest total charge belongs to which entry?
A: C32H40AsO4PtS2SbSi